82
Properties=species:S:1:pos:R:3:forces:R:3:lowdin_charge:R:1 method="wB97M-V/def2-TZVPD" lumo_ha="-0.2396 / -0.3233" total_energy_ha=-4404.441544 multiplicity=4 total_charge=+2
Tc -0.344 0.254 0.144 0.491 -0.780 0.907 1.02
C 1.823 -0.957 3.583 0.124 0.141 0.284 -0.51
C 0.307 -0.748 3.625 0.182 -0.086 -0.199 -0.45
S -0.354 0.593 2.576 -0.322 -0.142 0.357 0.80
C -0.399 2.096 3.615 0.141 -0.006 -0.352 -0.44
C 0.944 2.615 4.093 0.327 0.035 -0.214 -0.49
S 2.238 2.538 2.811 -0.012 0.009 0.277 0.88
C 3.705 2.242 3.845 -0.009 -0.218 -0.122 -0.49
C 4.020 0.773 4.135 -0.279 0.098 0.096 -0.51
S 2.734 -0.204 4.979 -0.032 0.110 -0.179 0.91
H 2.245 -0.580 2.655 -0.003 -0.008 0.110 0.03
H 2.020 -2.028 3.644 -0.088 -0.035 -0.100 0.08
H -0.061 -0.577 4.637 -0.024 0.121 -0.036 0.09
H -0.191 -1.631 3.228 -0.061 0.009 0.028 0.04
H -1.039 1.853 4.463 -0.060 0.001 -0.039 0.10
H -0.909 2.829 2.995 -0.058 -0.054 0.040 0.04
H 1.300 2.030 4.932 -0.001 -0.075 0.136 0.04
H 0.821 3.653 4.406 -0.058 -0.042 0.063 0.09
H 3.605 2.824 4.760 0.004 0.003 -0.001 0.09
H 4.537 2.655 3.274 0.017 0.105 0.068 0.08
H 4.875 0.733 4.811 0.070 -0.025 -0.083 0.08
H 4.288 0.248 3.219 0.085 -0.008 -0.008 0.07
I -0.187 -0.708 -4.958 -0.380 -0.039 0.228 1.08
C -1.802 -0.752 -3.650 0.553 0.025 -0.349 -0.60
C -3.090 -1.056 -4.072 0.007 0.003 -0.036 -0.18
C -4.156 -1.059 -3.188 -0.622 -0.199 -0.312 -0.60
I -6.043 -1.572 -3.915 0.471 0.133 0.159 1.10
C -3.975 -0.715 -1.810 0.196 0.124 0.337 -0.18
C -4.975 -0.660 -0.829 0.004 0.002 -0.077 0.02
C -4.638 -0.307 0.461 0.043 -0.027 -0.078 0.02
C -3.326 0.026 0.774 -0.082 0.125 0.113 -0.09
N -2.350 0.012 -0.137 -0.276 -0.155 -0.210 -0.07
C -2.670 -0.392 -1.400 -0.083 -0.004 -0.026 -0.17
C -1.564 -0.441 -2.295 0.012 0.087 0.163 -0.42
O -0.408 -0.162 -1.806 -0.185 -0.013 -0.387 -0.26
H -3.262 -1.294 -5.113 0.012 -0.020 0.011 0.10
H -6.002 -0.891 -1.082 0.018 -0.040 -0.006 0.09
H -5.386 -0.288 1.241 0.008 0.050 0.009 0.13
H -3.050 0.320 1.777 0.034 -0.027 -0.001 0.10
F 5.554 -3.007 0.040 0.092 -0.024 -0.009 0.17
C 4.255 -2.818 0.149 -0.142 -0.032 0.034 -0.12
C 3.745 -1.530 0.203 -0.037 0.133 0.035 -0.14
F 4.549 -0.473 0.165 0.059 0.045 -0.030 0.14
C 2.384 -1.365 0.316 -0.099 -0.555 -0.085 -0.23
F 1.889 -0.082 0.370 0.003 0.411 -0.229 -0.08
C 1.482 -2.412 0.390 0.441 0.013 0.012 -0.50
S -0.234 -2.152 0.519 -0.500 0.778 -0.226 0.77
C 2.022 -3.698 0.332 -0.040 0.271 0.015 -0.23
F 1.209 -4.741 0.389 0.010 -0.110 0.013 0.12
C 3.388 -3.903 0.213 0.012 0.074 -0.002 -0.12
F 3.871 -5.128 0.159 0.031 -0.072 -0.004 0.17
C -0.591 5.351 -0.153 0.065 0.029 0.087 -0.08
C -0.594 3.933 0.422 -0.104 -0.276 -0.166 -0.50
C -2.010 3.587 0.908 0.094 0.058 -0.031 -0.12
P 0.061 2.604 -0.703 0.203 0.255 -0.051 1.05
C 1.909 2.749 -0.748 -0.123 -0.015 -0.025 -0.54
C 2.489 4.163 -0.778 0.011 -0.056 0.021 -0.09
C 2.466 1.876 -1.882 -0.058 0.038 0.053 -0.10
C -0.581 2.860 -2.426 -0.006 0.009 0.234 -0.50
C -2.115 2.904 -2.426 0.080 -0.099 -0.043 -0.09
C -0.016 4.043 -3.213 0.041 0.020 -0.063 -0.08
H -0.848 6.050 0.644 -0.019 0.009 -0.009 0.10
H -1.345 5.456 -0.933 0.019 0.014 0.015 0.07
H 0.375 5.649 -0.552 -0.059 0.018 -0.014 0.06
H 0.106 3.893 1.266 0.004 -0.014 -0.017 0.08
H -2.748 3.836 0.146 0.001 -0.045 0.007 0.08
H -2.256 4.177 1.793 -0.027 0.000 0.002 0.10
H -2.120 2.527 1.148 -0.046 0.038 0.068 0.02
H 2.209 2.305 0.207 -0.071 -0.002 -0.121 0.02
H 2.184 4.719 -1.663 0.025 0.021 0.029 0.07
H 3.577 4.087 -0.795 0.008 0.011 -0.003 0.10
H 2.217 4.728 0.113 0.025 0.006 -0.009 0.07
H 2.377 2.374 -2.847 -0.019 -0.016 -0.008 0.08
H 1.958 0.913 -1.954 0.052 -0.031 -0.063 0.05
H 3.527 1.689 -1.709 0.000 -0.009 0.008 0.09
H -0.249 1.951 -2.932 -0.016 -0.072 -0.027 0.06
H -2.470 3.912 -2.213 -0.032 -0.026 0.033 0.08
H -2.555 2.227 -1.692 -0.062 0.009 0.009 0.05
H -2.495 2.628 -3.412 0.013 0.037 -0.001 0.09
H -0.230 5.004 -2.748 0.010 -0.051 -0.017 0.07
H -0.488 4.047 -4.198 0.013 0.010 0.001 0.10
H 1.057 3.965 -3.372 -0.016 0.018 0.009 0.06